Record 1
Entry from OMol25: C6H10O2 as an isolated structure in a non-equilibrium geometry (the ωB97M-V functional and the def2-TZVPD basis).

The geometry in ORCA input format:
```
! wB97M-V def2-TZVPD RIJCOSX def2/J DEFGRID3
* xyz 0 1
O -1.33 -1.16 -0.97
O 0.32 0.12 1.26
C -1.47 -1.41 0.38
C 0.19 1.11 -1.04
C -0.17 -1.28 1.26
C 1.80 1.24 -1.23
C -0.31 -0.06 -0.70
C -0.47 0.90 0.41
H 0.69 -1.89 1.21
H 0.50 -0.60 -0.42
H -0.14 2.00 -1.61
H 1.67 2.51 -1.34
H 2.50 0.50 -2.15
H -2.08 -0.49 1.12
H -2.06 -2.30 0.44
H -1.35 1.33 0.89
H -0.57 -1.24 2.33
H 2.29 0.73 0.16
*
```

Calculated values
HOMO energy = -9.37 eV
Maximum force = 9.1 eV/Å
Energy relative to the best compared isomer or geometry (same formula, charge and spin) = 1048.21 kJ/mol

natural (NBO) charges in e: -0.486 -0.552 -0.067 -0.248 -0.149 -0.650 0.014 0.024 0.196 0.201 0.246 0.227 0.257 0.121 0.211 0.229 0.208 0.217

Record 2
Entry from OMol25: a 2-piece molecular cluster, C6H10O2S2 overall in a non-equilibrium geometry (the ωB97M-V functional and the def2-TZVPD basis).

The geometry in ORCA input format:
```
! wB97M-V def2-TZVPD RIJCOSX def2/J DEFGRID3
* xyz 0 1
S 0.73 -0.95 1.08
S 1.50 1.37 -0.48
O -0.90 2.46 0.45
O 2.30 2.13 0.49
C 2.54 -0.81 0.70
C 0.17 0.50 0.40
C 2.51 -0.21 -0.69
C -1.82 0.80 1.84
C -1.29 0.01 -1.61
C -0.85 1.32 0.93
H 3.04 -1.68 0.81
H -2.66 1.52 1.68
H -2.04 -0.27 1.77
H 3.11 -0.13 1.38
H -0.74 -0.86 -1.89
H -2.24 -0.14 -1.08
H 3.53 0.19 -0.97
H 2.17 -0.96 -1.58
H -1.25 0.95 -2.07
H -1.50 0.92 2.91
*
```

Calculated values
HOMO energy (alpha / beta) = -8.32 / -8.63 eV
Maximum force = 4.3 eV/Å
Energy relative to the best compared isomer or geometry (same formula, charge and spin) = 449.55 kJ/mol

natural (NBO) charges in e: 0.313 1.308 -0.556 -0.968 -0.520 -0.482 -0.634 -0.725 -0.454 0.443 0.228 0.260 0.237 0.247 0.186 0.182 0.247 0.239 0.193 0.258

Record 3
Entry from OMol25: one molecule with the formula C6H10O2S2 in a non-equilibrium geometry (the ωB97M-V functional and the def2-TZVPD basis).

The geometry in ORCA input format:
```
! wB97M-V def2-TZVPD RIJCOSX def2/J DEFGRID3
* xyz 0 1
S -0.24 -0.75 1.48
S 1.90 0.07 -0.32
O -0.44 0.15 2.57
O -1.30 -1.71 1.32
C 0.23 0.25 -0.08
C -0.59 1.14 -0.71
C 1.30 -1.68 1.70
C -2.04 0.95 -0.60
C -0.15 2.09 -1.87
C 1.96 -1.70 0.30
H 1.05 -2.77 2.07
H 1.31 -2.22 -0.36
H -2.34 0.50 -1.59
H 2.92 -2.04 0.23
H -2.80 1.80 -0.54
H -2.35 0.20 0.09
H -0.08 1.51 -2.83
H -0.90 2.84 -1.85
H 1.81 -1.10 2.34
H 0.76 2.46 -1.35
*
```

Calculated values
HOMO energy = -8.48 eV
Maximum force = 4.9 eV/Å
Energy relative to the best compared isomer or geometry (same formula, charge and spin) = 237.24 kJ/mol
SMILES string = CC(C)=C1SCCS1(=O)=O

natural (NBO) charges in e: 2.141 0.262 -0.929 -0.945 -0.485 0.058 -0.646 -0.661 -0.648 -0.477 0.264 0.220 0.225 0.230 0.229 0.240 0.240 0.223 0.230 0.230

Record 4
Entry from OMol25: a 2-piece molecular cluster, C6H10O3 overall in a non-equilibrium geometry (the ωB97M-V functional and the def2-TZVPD basis).

The geometry in ORCA input format:
```
! wB97M-V def2-TZVPD RIJCOSX def2/J DEFGRID3
* xyz 0 1
O -0.46 0.67 1.50
O -2.19 0.73 -1.39
O -1.39 -1.27 -0.63
C 1.05 -1.16 2.13
C 1.08 -0.05 -0.16
C -1.32 -0.33 -1.48
C 0.58 1.78 -1.88
C 0.37 -0.38 1.03
C 0.50 0.69 -1.14
H -2.32 0.92 -0.44
H 1.68 -0.50 2.74
H -0.17 2.00 -2.63
H 1.35 2.52 -1.72
H -0.45 -1.10 0.35
H 1.68 -1.95 1.72
H 0.32 -1.62 2.80
H -1.07 0.31 2.15
H -1.10 -0.54 -2.53
H 1.87 -0.74 -0.43
*
```

Calculated values
HOMO energy = -8.93 eV
Maximum force = 1.3 eV/Å
Energy relative to the best compared isomer or geometry (same formula, charge and spin) = 361.71 kJ/mol
SMILES string = C=C=C[C@@H](C)O.O=CO

natural (NBO) charges in e: -0.710 -0.701 -0.659 -0.629 -0.154 0.547 -0.421 0.028 -0.066 0.490 0.218 0.212 0.208 0.340 0.222 0.212 0.474 0.161 0.226

Record 5
Entry from OMol25: C6H10O3 as an isolated structure in a non-equilibrium geometry (the ωB97M-V functional and the def2-TZVPD basis).

The geometry in ORCA input format:
```
! wB97M-V def2-TZVPD RIJCOSX def2/J DEFGRID3
* xyz 0 1
O -1.52 1.71 0.26
O -3.76 0.18 0.09
O -2.76 -1.78 -0.14
C 1.24 1.03 0.10
C 2.56 0.32 -0.02
C -1.09 0.45 0.07
C -0.11 -0.35 -0.03
C -2.66 -0.60 -0.01
C 0.28 -1.75 -0.20
H -0.64 -2.35 -0.25
H 3.39 1.03 0.04
H 2.65 -0.20 -0.98
H -3.49 1.10 0.20
H 1.14 1.53 1.06
H 1.10 1.75 -0.72
H 0.84 -1.89 -1.12
H -0.77 2.32 0.26
H 0.89 -2.09 0.63
H 2.70 -0.41 0.77
*
```

Calculated values
HOMO energy = -8.74 eV
Maximum force = 8.6 eV/Å
Energy relative to the best compared isomer or geometry (same formula, charge and spin) = 321.97 kJ/mol

natural (NBO) charges in e: -0.700 -0.685 -0.596 -0.431 -0.622 0.245 -0.020 0.741 -0.675 0.279 0.210 0.208 0.498 0.193 0.191 0.227 0.503 0.227 0.208

Record 6
Entry from OMol25: a 2-piece molecular cluster, C6H10O3S2 overall in a non-equilibrium geometry (the ωB97M-V functional and the def2-TZVPD basis).

The geometry in ORCA input format:
```
! wB97M-V def2-TZVPD RIJCOSX def2/J DEFGRID3
* xyz 0 1
S -4.31 0.07 1.22
S -4.57 -0.13 -0.84
O -2.92 1.99 -0.20
O -1.38 -1.75 -0.36
O -0.28 0.23 0.07
C -3.21 0.70 -0.04
C 1.89 1.17 0.36
C 1.43 -1.20 1.10
C -1.16 -0.62 -0.14
C 1.19 -0.14 0.04
C 1.52 -0.64 -1.36
H 1.31 0.12 -2.10
H 1.19 -0.82 2.09
H 0.94 -1.53 -1.59
H 2.48 -1.49 1.09
H 2.57 -0.90 -1.41
H -3.70 2.56 -0.16
H 1.66 1.92 -0.39
H 0.83 -2.08 0.91
H 2.96 1.02 0.39
H 1.55 1.54 1.33
*
```

Calculated values
HOMO energy = -7.81 eV
Maximum force = 4.9 eV/Å
Energy relative to the best compared isomer or geometry (same formula, charge and spin) = 182.41 kJ/mol

natural (NBO) charges in e: 0.035 0.046 -0.715 -0.533 -0.506 -0.141 -0.628 -0.652 0.939 0.284 -0.651 0.225 0.223 0.234 0.227 0.227 0.475 0.226 0.236 0.223 0.226

Q: What is the formula in the fifth record?
A: C6H10O3

Q: Among the records above, which one has the lowest energy relative to the best compared isomer or geometry (same formula, charge and spin)?
A: C6H10O3S2

Copy entry 2 word for word.
Entry from OMol25: a 2-piece molecular cluster, C6H10O2S2 overall in a non-equilibrium geometry (the ωB97M-V functional and the def2-TZVPD basis).

The geometry in ORCA input format:
```
! wB97M-V def2-TZVPD RIJCOSX def2/J DEFGRID3
* xyz 0 1
S 0.73 -0.95 1.08
S 1.50 1.37 -0.48
O -0.90 2.46 0.45
O 2.30 2.13 0.49
C 2.54 -0.81 0.70
C 0.17 0.50 0.40
C 2.51 -0.21 -0.69
C -1.82 0.80 1.84
C -1.29 0.01 -1.61
C -0.85 1.32 0.93
H 3.04 -1.68 0.81
H -2.66 1.52 1.68
H -2.04 -0.27 1.77
H 3.11 -0.13 1.38
H -0.74 -0.86 -1.89
H -2.24 -0.14 -1.08
H 3.53 0.19 -0.97
H 2.17 -0.96 -1.58
H -1.25 0.95 -2.07
H -1.50 0.92 2.91
*
```

Calculated values
HOMO energy (alpha / beta) = -8.32 / -8.63 eV
Maximum force = 4.3 eV/Å
Energy relative to the best compared isomer or geometry (same formula, charge and spin) = 449.55 kJ/mol

natural (NBO) charges in e: 0.313 1.308 -0.556 -0.968 -0.520 -0.482 -0.634 -0.725 -0.454 0.443 0.228 0.260 0.237 0.247 0.186 0.182 0.247 0.239 0.193 0.258

Q: Among the records above, which one has the lowest energy relative to the best compared isomer or geometry (same formula, charge and spin)?
A: C6H10O3S2